# 1
9
Properties=species:S:1:pos:R:3 method="wB97M-V/def2-TZVPD" smiles="O/N=c1/ocno1" total_energy_ev=-11223.46230
O -1.8035 -1.8327 -0.0366
N -1.2158 -0.6603 0.6318
C -0.2291 -0.0012 0.0262
O 0.0449 1.2785 0.3817
C 1.4340 1.3193 -0.0646
N 1.7420 0.3265 -0.9419
O 0.6692 -0.5789 -0.7854
H -2.5915 -2.1870 0.6536
H 1.9496 2.3356 0.1351

---

# 2
70
Properties=species:S:1:pos:R:3 method="wB97M-V/def2-TZVPD" charge=+3 s2=6.00 total_energy_ev=-80104.45478 multiplicity=5
Ho -0.1376 -0.0402 -0.1025
P 1.9944 1.1723 1.6908
P -1.5233 2.2149 -0.5545
P 2.0590 -0.7200 -1.6712
H -2.1227 -3.0413 0.7031
C -1.2844 -3.6155 0.2981
C -0.1579 -3.7822 1.0102
H -0.0620 -3.3752 2.0318
C 1.6812 2.0003 3.3026
C 2.6373 2.6561 0.8461
C 3.5952 0.4246 2.2541
C -3.1499 2.0516 -1.3957
C -1.8726 3.3377 0.8377
C -0.7103 3.2709 -1.8197
C 3.0049 -2.1145 -0.9242
C 3.4573 0.4806 -1.7109
C 1.9437 -1.1718 -3.4493
H -1.4218 -4.0433 -0.6925
H 0.7449 -4.2487 0.5959
H 1.7812 1.2327 4.0771
H 0.6825 2.4495 3.3435
H 2.4540 2.7718 3.4486
H 1.7803 3.2722 0.5545
H 3.2153 2.3817 -0.0386
H 3.2705 3.2171 1.5437
H 3.3935 -0.4196 2.9306
H 4.1829 1.1840 2.7975
H 4.1720 0.0529 1.4002
H -3.0191 1.9823 -2.4842
H -3.7516 2.9356 -1.1624
H -3.6996 1.1514 -1.0736
H -1.8632 4.3922 0.5380
H -1.0919 3.1898 1.5969
H -2.8414 3.1027 1.3008
H -1.2596 4.2215 -1.9177
H -0.7344 2.7392 -2.7854
H 0.3376 3.4600 -1.5348
H 3.5210 -2.6701 -1.7214
H 2.3048 -2.7626 -0.3730
H 3.7592 -1.7218 -0.2248
H 4.1852 0.1977 -2.4879
H 3.9778 0.4240 -0.7425
H 3.0712 1.4976 -1.8880
H 2.8223 -1.7758 -3.7291
H 1.9490 -0.2282 -4.0157
H 1.0159 -1.7358 -3.6500
C -2.0234 -1.4818 -2.6731
C -3.0406 -0.7561 -3.2748
C -3.3883 -1.0842 -4.5784
C -2.7649 -2.1671 -5.1994
C -1.7442 -2.8910 -4.5645
C -1.3706 -2.5476 -3.2517
O -1.5165 -1.1073 -1.3798
H -2.2672 -0.9966 -0.7594
H -3.5605 0.0317 -2.7502
H -4.1458 -0.5119 -5.1103
H -3.0733 -2.4998 -6.1945
H -1.2220 -3.7239 -5.0606
H -0.6212 -3.0735 -2.6451
C -1.7664 0.7683 5.2408
N -1.0256 -0.2379 4.4487
C -0.4365 -1.3827 5.1785
C -0.8691 -0.1228 3.1710
N -0.7601 -0.2637 1.9959
H -1.7959 0.3872 6.2661
H -2.7774 0.9099 4.8349
H -1.2360 1.7286 5.2286
H -0.8152 -2.3357 4.7806
H 0.6634 -1.3717 5.1194
H -0.7337 -1.2683 6.2255

---

Copy entry 2 word for word.
70
Properties=species:S:1:pos:R:3 method="wB97M-V/def2-TZVPD" charge=+3 s2=6.00 total_energy_ev=-80104.45478 multiplicity=5
Ho -0.1376 -0.0402 -0.1025
P 1.9944 1.1723 1.6908
P -1.5233 2.2149 -0.5545
P 2.0590 -0.7200 -1.6712
H -2.1227 -3.0413 0.7031
C -1.2844 -3.6155 0.2981
C -0.1579 -3.7822 1.0102
H -0.0620 -3.3752 2.0318
C 1.6812 2.0003 3.3026
C 2.6373 2.6561 0.8461
C 3.5952 0.4246 2.2541
C -3.1499 2.0516 -1.3957
C -1.8726 3.3377 0.8377
C -0.7103 3.2709 -1.8197
C 3.0049 -2.1145 -0.9242
C 3.4573 0.4806 -1.7109
C 1.9437 -1.1718 -3.4493
H -1.4218 -4.0433 -0.6925
H 0.7449 -4.2487 0.5959
H 1.7812 1.2327 4.0771
H 0.6825 2.4495 3.3435
H 2.4540 2.7718 3.4486
H 1.7803 3.2722 0.5545
H 3.2153 2.3817 -0.0386
H 3.2705 3.2171 1.5437
H 3.3935 -0.4196 2.9306
H 4.1829 1.1840 2.7975
H 4.1720 0.0529 1.4002
H -3.0191 1.9823 -2.4842
H -3.7516 2.9356 -1.1624
H -3.6996 1.1514 -1.0736
H -1.8632 4.3922 0.5380
H -1.0919 3.1898 1.5969
H -2.8414 3.1027 1.3008
H -1.2596 4.2215 -1.9177
H -0.7344 2.7392 -2.7854
H 0.3376 3.4600 -1.5348
H 3.5210 -2.6701 -1.7214
H 2.3048 -2.7626 -0.3730
H 3.7592 -1.7218 -0.2248
H 4.1852 0.1977 -2.4879
H 3.9778 0.4240 -0.7425
H 3.0712 1.4976 -1.8880
H 2.8223 -1.7758 -3.7291
H 1.9490 -0.2282 -4.0157
H 1.0159 -1.7358 -3.6500
C -2.0234 -1.4818 -2.6731
C -3.0406 -0.7561 -3.2748
C -3.3883 -1.0842 -4.5784
C -2.7649 -2.1671 -5.1994
C -1.7442 -2.8910 -4.5645
C -1.3706 -2.5476 -3.2517
O -1.5165 -1.1073 -1.3798
H -2.2672 -0.9966 -0.7594
H -3.5605 0.0317 -2.7502
H -4.1458 -0.5119 -5.1103
H -3.0733 -2.4998 -6.1945
H -1.2220 -3.7239 -5.0606
H -0.6212 -3.0735 -2.6451
C -1.7664 0.7683 5.2408
N -1.0256 -0.2379 4.4487
C -0.4365 -1.3827 5.1785
C -0.8691 -0.1228 3.1710
N -0.7601 -0.2637 1.9959
H -1.7959 0.3872 6.2661
H -2.7774 0.9099 4.8349
H -1.2360 1.7286 5.2286
H -0.8152 -2.3357 4.7806
H 0.6634 -1.3717 5.1194
H -0.7337 -1.2683 6.2255